C22H20BaN7OS4 | ωB97M-V with the def2-TZVPD basis set

Element x y z (Å)
Ba -0.26461 -0.10146 1.85562
C 2.20227 5.46311 2.46977
S 0.73895 5.26753 1.44245
C 0.16529 3.63650 1.82443
S 1.09507 2.54505 2.77063
N -1.00275 3.51995 1.24208
N -1.51628 2.24750 1.19524
C -2.74151 2.19590 0.83387
C -3.50908 0.96193 0.57497
C -4.75139 1.12139 -0.03667
C -5.51949 0.00559 -0.32585
C -5.02950 -1.24403 0.00831
C -3.78931 -1.31645 0.62311
N -3.04139 -0.25435 0.90753
H 2.52620 6.49336 2.32495
H 3.00489 4.79227 2.17396
H 1.97383 5.31091 3.52174
H -3.29080 3.12238 0.66981
H -5.10578 2.11244 -0.28348
H -6.48394 0.11661 -0.80269
H -5.58363 -2.15027 -0.18958
H -3.37745 -2.27984 0.90507
S -0.05443 -2.37784 -6.11723
N 0.28278 -0.95877 -5.42851
C 0.24184 -1.14726 -4.12023
C 0.50215 -0.14132 -3.11634
C 0.85604 1.17066 -3.44191
C 1.12580 2.05692 -2.42644
C 1.03666 1.61514 -1.10767
N 0.69463 0.37436 -0.78528
C 0.42054 -0.50254 -1.76366
C 0.04250 -1.88456 -1.38398
N -0.06687 -2.18305 -0.08303
C -0.36136 -3.42099 0.28177
C -0.56445 -4.45389 -0.62841
C -0.47628 -4.16755 -1.97187
C -0.16913 -2.86649 -2.36770
C -0.07207 -2.47945 -3.75645
N -0.26372 -3.27649 -4.79416
H 0.91734 1.46287 -4.48156
H 1.40241 3.08226 -2.62647
H 1.25605 2.28592 -0.28306
H -0.42539 -3.61277 1.34833
H -0.79048 -5.45089 -0.27797
H -0.63532 -4.92858 -2.72402
C 4.02313 -0.08831 1.79076
S 3.17738 -0.41410 3.33458
C 4.07892 -1.86289 3.86780
O 1.82422 -0.95439 2.90608
H 3.96037 -0.96231 1.14474
H 5.06083 0.17342 1.99685
H 3.51798 0.76854 1.34633
H 5.10500 -1.57055 4.09084
H 4.05246 -2.62991 3.09602
H 3.60090 -2.22125 4.77660

Net charge: +1
Kohn-Sham gap in eV: 6.881
Molar mass in g mol⁻¹: 664.0
HOMO energy in eV: -9.97

=====

C32H56N2O21 | ωB97M-V with the def2-TZVPD basis set

Element x y z (Å)
C 0.82945 -3.94933 -4.86416
C 1.56734 -2.78826 -5.49812
C 0.97968 -1.33931 -5.16812
O 2.09577 -0.67931 -4.53095
C 3.17183 -1.44591 -4.47290
O 4.19931 -1.06043 -3.97058
O 2.91416 -2.72421 -4.99070
H 1.30575 -4.92301 -5.08690
H -0.18887 -3.97956 -5.20029
H 0.91218 -3.91462 -3.79210
H 1.59947 -2.94778 -6.58661
H 0.12623 -1.27527 -4.60129
H 0.80108 -0.74404 -6.13471
C 5.32231 -0.10051 -0.95585
C 5.17223 1.40852 -0.82078
C 4.80392 2.11097 -2.08811
O 3.59806 2.79394 -1.74506
C 3.24751 2.53015 -0.41572
O 2.31849 2.98492 0.12566
O 4.09160 1.63016 0.08156
H 4.44758 -0.70387 -1.20809
H 5.65870 -0.56495 -0.04507
H 6.07613 -0.33551 -1.70761
H 6.15523 1.79939 -0.66321
H 4.44809 1.50703 -2.87312
H 5.54508 2.83537 -2.55947
C 3.49329 -2.03751 4.07808
C 2.86209 -1.17330 2.95863
C 3.21563 -1.65491 1.55164
O 2.02073 -2.18820 1.09449
C 1.10491 -2.18479 2.04526
O 0.04862 -2.79126 1.98156
O 1.51904 -1.39663 3.03982
H 4.59880 -1.91230 4.31111
H 3.30338 -3.11235 3.82216
H 3.01847 -1.82690 5.00340
H 3.01032 -0.11848 3.05507
H 4.07774 -2.30576 1.55384
H 3.42224 -0.85371 0.81277
C -1.10772 -3.12908 -0.98638
O -1.56421 -3.53470 -2.31055
C -1.96963 -2.59653 -3.19620
O -1.89827 -1.24149 -2.84999
O -2.36277 -3.08225 -4.39930
C -2.85028 -2.17224 -5.41500
H -1.12277 -4.04806 -0.41056
H -1.82983 -2.39592 -0.54582
H -0.11020 -2.77749 -0.86106
H -2.09048 -1.41576 -5.57617
H -3.83109 -1.70453 -5.19426
H -2.89756 -2.70506 -6.30411
C -2.63822 1.45495 4.94828
O -2.51133 0.27096 5.64010
C -3.28597 0.11726 6.75606
O -4.10811 1.17917 7.31160
O -3.33240 -1.04550 7.27925
C -4.07428 -1.22809 8.43501
H -2.25016 2.29612 5.49391
H -3.65749 1.76252 4.79940
H -2.15106 1.42068 3.97604
H -4.15620 -2.29955 8.64719
H -5.09619 -0.93022 8.31340
H -3.62454 -0.69608 9.30817
C 1.26963 2.52093 -4.34817
O 0.03347 2.48445 -3.74015
C -0.96304 1.93490 -4.44773
O -0.78674 1.49007 -5.76002
O -2.22189 2.06154 -3.90208
C -3.32252 1.61286 -4.76187
H 1.70820 3.43656 -3.91227
H 1.36003 2.59281 -5.39207
H 1.76786 1.68984 -3.94132
H -3.58570 0.58007 -4.64398
H -3.19570 1.84786 -5.82309
H -4.25628 2.08644 -4.32666
C 0.42405 2.36566 3.16859
O 1.50942 2.44926 4.13071
C 1.42505 1.82173 5.28476
O 0.21923 1.32191 5.77023
O 2.59195 1.79060 5.96789
C 2.61351 1.13198 7.26184
H -0.31725 3.09102 3.38177
H -0.12224 1.40190 3.20544
H 0.75799 2.45040 2.12275
H 2.08047 1.63185 8.02820
H 3.58391 0.91021 7.63511
H 2.13587 0.19032 7.18373
C -5.34431 2.08972 0.23893
C -4.57345 1.15635 -0.68179
C -4.41679 -0.31219 -0.29144
C -3.69141 -0.49472 0.97390
N -3.17234 -0.60413 2.03294
H -4.92859 2.03371 1.24551
H -6.41850 1.85208 0.25914
H -5.30721 3.06601 -0.17280
H -3.59484 1.65439 -0.82637
H -5.14348 1.21678 -1.62089
H -3.87849 -0.78145 -1.07930
H -5.40789 -0.82791 -0.26778
C 0.88520 -0.03889 -1.30097
C 0.21265 0.49655 -0.11585
C -0.69778 1.74298 -0.56371
C -1.52458 2.25141 0.55478
N -2.19030 2.56336 1.45642
H 1.77534 0.53882 -1.70522
H 0.14457 -0.12429 -2.04844
H 1.28186 -1.06437 -1.11510
H 0.90836 0.64899 0.70434
H -0.47303 -0.26308 0.16103
H -1.39958 1.61085 -1.36190
H -0.12749 2.62626 -1.01162

SMILES: C[C@H]1COC(=O)O1.C[C@H]1COC(=O)O1.C[C@H]1COC(=O)O1.COC(=O)OC.COC(=O)OC.COC(=O)OC.COC(=O)OC.CCCC#N.CCCC#N
Net charge: 0
Energy above the lowest of the compared OMol25 structures with the same formula, charge and spin in kcal per mole: 22.2
Kohn-Sham gap in eV: 9.277
Molar mass in g mol⁻¹: 804.8
HOMO energy in eV: -8.96

=====

C4H7BN2O2 | ωB97M-V with the def2-TZVPD basis set

Element x y z (Å)
C -1.71201 -0.13883 -0.02048
C -0.49588 0.64325 0.52431
N -0.63948 1.48819 1.54298
N 0.46582 2.04680 2.00065
C 1.42590 1.55217 1.31060
C 0.79212 0.39768 0.28474
B 1.48095 -0.46621 -0.77871
O 2.80904 -0.11844 -1.15001
O 0.96993 -1.63609 -1.17270
H -1.15109 -0.86356 -0.66378
H -2.20305 -0.67128 0.89757
H -2.34846 0.66194 -0.44012
H -1.50679 1.79172 1.85603
H 2.47404 1.68726 1.39573
H 3.16158 -0.69875 -1.79125
H 1.29137 -2.10575 -1.88677

SMILES: Cc1[nH]ncc1B(O)O
Net charge: 0
Energy above the lowest of the compared OMol25 structures with the same formula, charge and spin in kcal per mole: 45.8
Kohn-Sham gap in eV: 9.278
Molar mass in g mol⁻¹: 125.9
HOMO energy in eV: -8.96

=====

Which value of HOMO energy does entry 1 give? -9.97 eV